Record 1
A molecular structure, C19H22ClNPd in a non-equilibrium geometry, computed with ωB97M-V/def2-TZVPD.

Results
E_tot ... -1379.741690 hartree
Highest occupied orbital energy (spin up / spin down) ... -7.1 / -7.8 eV

```
! RIJCOSX wB97M-V def2-TZVPD def2/J DEFGRID3
* xyz 0 5
C -1.3225 1.5782 1.0389
H 1.3337 -0.7737 3.1182
C 0.8892 1.2824 1.7300
C 3.0484 -3.5169 2.0526
H 0.0259 -2.3279 -1.6109
H 4.2881 -2.6325 4.2564
H 5.2346 -1.1276 4.5037
C -0.1368 0.9542 -2.3183
H -2.4590 -1.2494 -1.2924
C 2.3660 -2.2898 1.9711
C -1.5722 -0.7302 -1.6300
H 3.6417 -4.0035 -1.3199
Pd 0.5164 -0.4160 0.6904
H -0.8275 3.0648 -0.5341
C 0.8753 2.0676 0.5240
C 4.5313 -1.6502 3.8382
H 0.2408 1.9414 -2.5597
H 1.7489 1.0600 2.3589
H 4.1848 -4.9525 0.9255
N 3.3520 -0.8704 3.6758
C -1.5044 0.6393 -1.9975
H 3.1815 -4.0261 3.0305
H 2.3046 -1.8965 -1.4433
H 1.6821 -0.3449 -2.4455
H 4.3402 0.7611 4.5178
C -0.4998 0.8562 1.9737
H 1.7759 -2.2089 4.0108
C 3.5086 0.5402 3.8238
C -0.2458 -1.2818 -1.7295
C 3.5624 -4.0615 0.8670
C 0.6318 -0.2319 -2.1926
C 3.3027 -3.5133 -0.3860
H -2.4100 1.5235 1.0070
C -0.4855 2.3511 0.2144
Cl -1.3269 -1.8511 1.3212
H -2.3291 1.3365 -1.9831
H 2.5840 0.9968 4.1996
C 2.5358 -2.3344 -0.4645
H 5.0860 -1.8162 2.8994
H 1.7692 2.4348 0.0136
C 2.1492 -1.5013 3.2388
C 2.0347 -1.7904 0.7110
H -0.8303 0.2229 2.7965
H 3.7725 1.0458 2.8731
*
```


Record 2
A molecular structure, C37H42N6O2Se2V in a non-equilibrium geometry, computed with ωB97M-V/def2-TZVPD.

Results
E_tot ... -7661.103988 hartree
Highest occupied orbital energy (spin up / spin down) ... -6.0 / -6.6 eV

```
! RIJCOSX wB97M-V def2-TZVPD def2/J DEFGRID3
* xyz 0 4
H -4.7200 -2.0461 -2.5766
H -3.7874 0.0100 -1.9892
H -3.8787 -4.2630 -2.0612
C -1.1248 3.7022 -0.0800
H -2.1043 6.0652 0.6844
O -1.0052 2.4604 -0.4096
H 5.0548 1.5470 4.2424
C 4.3040 0.5826 2.4688
C 3.3337 0.6425 1.4890
H 0.9829 -5.4962 -1.9410
C 5.3127 0.6047 -3.6593
C -3.7785 6.2173 -2.2508
H -4.4409 6.8612 -2.8157
N 0.5662 3.3675 1.2585
C 3.3768 2.5785 3.4066
C 1.6738 -4.3591 -0.2696
H 4.0946 0.6806 -5.4233
C 1.6069 -2.9641 0.3529
H -4.6715 -2.1896 -0.8336
H 2.0942 -2.9560 1.3311
H 2.9194 -4.0772 -2.7418
H 1.1698 -5.0732 0.3860
Se 1.7609 2.9216 -1.5986
N 2.4155 1.6106 1.4298
H -3.7712 -3.9972 3.4623
H 0.0503 -4.0393 -1.6519
H -2.1464 0.4807 -0.3406
H -3.4340 -0.4406 0.4449
C -0.5601 -4.0673 2.3555
C 1.4110 3.5994 2.2286
H 1.4656 -3.8757 -3.7216
H -1.5851 2.5191 -2.0777
H -0.7723 -1.5729 3.7864
C -2.9038 -3.7196 2.8786
H 6.1294 0.0843 -4.1434
N 0.2355 -2.5076 0.5252
C 4.3164 1.5716 3.4516
H -1.6314 -5.1495 3.8512
C 4.3589 1.6345 -1.7028
H -2.5417 -3.3258 -2.7276
C -2.5315 4.1622 -2.0834
C -2.0838 0.0638 4.3584
H -2.8257 -0.1212 3.5828
H 6.2924 0.7124 -1.7522
H -2.6328 -3.6354 -0.9920
N -1.6579 -1.4591 0.2051
C 3.2037 1.9650 -2.4106
C -2.0708 4.5552 -0.8151
H -2.3569 -0.9264 -2.3685
H 2.2313 1.8621 -4.3141
C -2.6345 -0.4933 -0.2959
H -3.9684 -2.2241 1.7508
C -2.4809 5.7820 -0.2890
H 3.3551 3.3643 4.1500
Se 0.4514 -0.3591 -1.3648
C -0.7182 -0.4921 3.9323
C -1.8886 -2.4004 1.1940
H 2.0995 -2.2332 -0.2867
H 3.2773 -0.1067 0.7071
C 5.4010 0.9555 -2.3192
C -3.2250 -3.4086 -1.8799
C -3.0240 -2.7223 1.9225
H 0.0332 -0.2950 4.6992
C -0.3637 -1.5111 -0.1804
C -3.1927 -0.8480 -1.6689
H 5.0380 -0.2104 2.4581
C 1.0686 -4.4415 -1.6705
V 0.7492 1.7528 0.3152
C -0.2766 0.1321 2.6906
H 4.4513 1.9388 -0.6683
H -3.7107 4.6938 -3.7729
H 1.9083 -2.6358 -2.5572
O -2.1981 2.9991 -2.6701
C -1.6912 -4.3776 3.0959
H 2.7272 -4.6489 -0.3105
C -0.6810 -3.0701 1.3982
N 0.0090 0.6839 1.7199
H -2.4160 -0.4237 5.2733
H -3.6501 7.5542 -0.5692
H 0.3783 -4.5777 2.5239
C 1.8899 -3.7123 -2.7307
C -3.3814 5.0125 -2.7926
C 3.1250 1.6113 -3.7568
N -0.3807 4.2590 0.8714
C -4.0397 -2.1232 -1.7262
C 4.1716 0.9412 -4.3745
C -3.3338 6.6090 -0.9896
H 1.3687 4.4964 2.8348
H -2.0241 1.1369 4.5331
C 2.4330 2.5926 2.3752
*
```


Record 3
C5H5N3 in the gas phase in a non-equilibrium geometry, computed with ωB97M-V/def2-TZVPD.

Results
Structure (SMILES) ... C#CCN/N=C\C#N
E_tot ... -357.557947 hartree
Highest occupied orbital energy ... -9.3 eV

```
! RIJCOSX wB97M-V def2-TZVPD def2/J DEFGRID3
* xyz 0 1
C -1.9968 -0.7439 -0.0858
H 4.3909 0.1114 0.1853
C 0.6937 0.3450 0.0425
C 2.1706 0.4554 -0.2312
H 0.5602 0.9093 1.0625
N -1.9456 1.8191 0.0513
H 1.1585 -1.8375 0.6121
N -0.9457 -1.4082 -0.0126
H 0.0029 0.8689 -0.8340
N 0.3512 -1.2111 0.0121
C -1.7781 0.6605 0.0461
H -2.9796 -0.9703 -0.1272
C 3.3519 0.3697 0.0193
*
```


Record 4
A molecular structure, C10H12F5I2N8ReS, computed with ωB97M-V/def2-TZVPD.

Results
E_tot ... -2396.475505 hartree
Highest occupied orbital energy (spin up / spin down) ... -18.9 / -18.8 eV

```
! RIJCOSX wB97M-V def2-TZVPD def2/J DEFGRID3
* xyz 3 2
C -0.8433 2.8913 1.4762
S 1.0306 -1.0217 -1.7527
F 0.2725 3.0142 2.1968
H -2.4365 -0.8295 -0.9220
H 0.5713 -1.7741 -4.3651
H -1.4249 -3.7864 2.7825
N -1.0410 -1.2970 0.5440
I 2.1118 2.8650 -3.2922
H 3.9891 3.4028 -1.4872
N -0.5820 1.3531 -1.5120
C -2.1954 -1.4863 -0.0990
I 2.5395 2.0739 0.2296
H -1.5065 1.6495 -1.1927
N 1.0889 -2.4929 3.1850
C -0.7640 -2.1317 1.5721
C 0.5170 -1.8736 2.2039
H -4.0071 -2.6446 -0.2282
F -2.3248 1.3066 0.6035
H 3.2301 -0.1786 2.4142
F -1.8476 3.4421 2.1035
C -1.1125 1.3891 1.2075
N -2.7982 -3.2989 1.3099
C 2.3808 -0.8403 2.4762
N 2.2551 -1.8286 3.3345
H -0.0463 2.2037 -1.7268
N 1.2729 -0.8198 1.7101
N -0.7754 0.6489 -2.7233
C -1.6517 -3.1280 1.9515
H -0.5473 -0.6067 -4.9572
F -1.1903 0.7660 2.4036
H 2.9082 -2.1224 4.0557
F -0.6611 3.5020 0.2877
C 3.4348 2.4951 -1.7080
Re 0.4307 0.2249 0.1655
N 0.0110 -0.9505 -4.1846
C -3.0692 -2.4978 0.2942
C 0.0127 -0.3895 -3.0024
H 4.0871 1.6545 -1.9127
H -1.3191 1.1161 -3.4417
*
```


Record 5
11 unconnected molecules or ions with the total composition C20H45BF4N5O5 in a non-equilibrium geometry, computed with ωB97M-V/def2-TZVPD.

Results
E_tot ... -1863.218123 hartree
Highest occupied orbital energy ... -7.3 eV

```
! RIJCOSX wB97M-V def2-TZVPD def2/J DEFGRID3
* xyz -1 1
H 41.7143 56.4128 66.9342
O 38.8307 57.4122 69.7378
C 39.7956 61.8282 64.3553
H 35.8308 60.1572 68.6733
C 40.6361 61.1412 71.9474
H 39.1920 58.1948 69.1422
H 38.5235 57.1717 73.1732
C 39.3932 60.7779 72.8057
N 39.8276 65.5551 67.0439
H 43.2372 64.7654 69.0785
C 38.5301 63.3635 68.0452
C 36.2466 60.2906 69.5164
C 40.7572 56.3655 67.2758
H 37.1677 59.5624 64.8716
H 43.1976 63.0065 65.1741
H 39.9568 61.4340 65.2873
C 43.0814 65.3724 71.0509
C 37.5853 59.1963 65.7447
H 40.8314 55.9507 68.3240
H 37.6222 63.6383 68.1394
H 39.2576 56.0457 71.9549
H 43.4416 60.7778 66.5108
C 44.9887 57.3452 68.1581
H 40.7457 62.1058 64.2194
C 35.9506 61.8264 69.8203
H 45.7052 63.8381 66.1157
N 38.6920 60.3775 62.4105
N 38.5469 60.6272 73.5564
H 35.5605 59.5684 70.1083
H 42.8808 66.4560 71.0344
H 44.1499 65.1353 71.3665
F 39.7829 59.8064 68.1766
H 39.4726 62.8106 64.6703
H 37.0694 56.8418 65.8183
H 42.4953 64.9868 71.8752
H 47.7103 58.6165 67.5938
H 46.7614 57.2108 69.2009
H 40.1733 57.2453 67.2123
H 44.8433 63.9833 67.6763
H 41.4501 60.6733 72.3182
H 38.5174 58.8791 65.4340
H 38.3862 58.7393 71.3358
C 39.0115 57.9261 71.0970
H 36.1770 57.9858 67.1293
H 38.6968 62.6491 67.3975
H 40.0945 58.2770 71.4131
H 44.7202 57.1948 66.9996
H 44.0193 57.8236 68.6342
H 38.2733 60.2170 67.3630
F 41.1166 61.4589 68.4886
H 42.9378 62.6752 66.9958
H 46.1244 58.8006 69.1210
H 38.9888 63.0451 68.9077
H 44.8874 56.3384 68.6901
C 40.2324 55.2651 66.3107
H 37.3685 60.1178 69.5089
H 41.4965 65.2043 69.6255
B 41.0582 60.1305 68.1453
F 41.7364 59.9208 66.9209
H 41.9905 63.0269 69.1490
C 46.2564 57.9518 68.6534
N 39.9796 54.5053 65.5224
O 37.5261 60.2046 66.6347
O 47.0821 57.9934 67.4641
C 43.6711 62.8111 66.3131
C 38.6164 56.8581 72.1613
C 39.1174 60.9216 63.2135
H 37.6501 56.3487 72.1150
C 39.1925 64.5889 67.4687
O 42.3630 63.3042 70.0426
H 40.9180 62.2007 72.2807
H 40.7115 60.6494 71.0081
C 37.0763 57.9285 66.4454
O 44.0704 61.5518 66.2327
H 44.2170 64.8619 66.4803
C 44.7881 63.8654 66.7464
H 37.7332 57.6800 67.2731
C 42.5549 64.6997 69.8722
F 41.6544 59.4344 69.2212
N 35.6978 62.8963 70.0104
*
```


Record 6
A molecular structure, C29H23ClN8O4PbS2, computed with ωB97M-V/def2-TZVPD.

Results
E_tot ... -3307.471205 hartree
Highest occupied orbital energy ... -7.9 eV

```
! RIJCOSX wB97M-V def2-TZVPD def2/J DEFGRID3
* xyz 0 1
H -1.7057 -3.7840 -2.0699
C -0.0419 0.7939 -4.9588
N 2.3997 -0.0668 0.4522
H 4.0440 0.2132 -2.2905
H -2.4893 3.0117 -4.4104
C -1.0448 -3.3821 -2.8266
C 0.0831 3.3148 -5.2860
H -0.3871 -5.2982 -3.5228
O -0.4083 3.2720 -6.3902
H -4.7766 0.0763 0.1094
H 2.3520 0.0747 -2.0957
C -2.0935 -3.9672 0.5716
C -0.8018 -4.4890 0.6331
C -2.7492 2.5293 -3.4765
S 0.4714 -0.0682 4.9630
C -0.2979 -4.2259 -3.6370
H -1.5297 -1.3330 -2.3752
C 0.5835 1.8482 -3.1283
H -3.0259 -4.5118 0.5682
H 4.7025 0.3814 2.8396
C -2.9728 -1.5914 0.4382
C 2.8196 0.0745 1.7629
Cl -0.5900 0.2576 -6.4717
N -0.6154 -2.2323 0.5601
C -2.4980 3.1636 -2.2688
H -2.0198 4.1350 -2.2552
H -3.9294 1.3419 1.0143
H -0.5148 -5.5269 0.6888
N -2.7531 -0.3284 0.5685
S 4.9403 0.2126 0.3940
C 0.2455 2.0628 -4.4864
C -2.8552 2.5498 -1.0741
H -3.9845 -1.9529 0.2199
H 1.4018 -1.9037 -5.4361
C -1.9507 -2.5746 0.5282
O 0.9565 2.3433 -0.8558
H 2.9153 -0.1919 4.6763
C 3.4059 0.0057 -0.3784
C 0.9404 2.8221 -2.0111
H 0.8375 4.2901 -3.7816
H -2.6619 3.0525 -0.1326
C 4.1506 0.2301 1.9283
C -3.6856 0.6584 -2.2915
N 0.1448 -0.0816 -3.9517
C 1.9898 -0.0731 4.1405
C -3.3335 1.2683 -3.4863
H -4.1512 -0.3222 -2.3017
C -3.4635 1.2998 -1.0753
C -3.8199 0.6017 0.2180
N -1.6826 0.1547 3.3381
O 1.1702 4.0000 -2.3428
O 0.4748 4.4363 -4.7255
H 1.1433 -3.3954 0.6300
C 0.5670 -3.7012 -4.5876
N 0.4733 0.1634 2.4179
C 1.7963 0.0583 2.8110
H 1.1462 -4.3615 -5.2192
C 0.0624 -3.3894 0.6131
C 0.7126 -2.3282 -4.7183
H -2.0782 -0.0331 2.4158
Pb -0.1224 0.1231 -0.0449
N 3.2798 -0.1073 -1.7208
H -3.5226 0.7671 -4.4276
N 0.5254 0.5581 -2.8274
C -0.0377 -1.4972 -3.9035
C -0.3374 0.0875 3.4414
C -0.9280 -2.0089 -2.9723
H -2.2316 -0.1395 4.1267
*
```


Record 7
3 unconnected molecules or ions with the total composition C3H7O2, computed with ωB97M-V/def2-TZVPD.

Results
E_tot ... -268.896494 hartree
Highest occupied orbital energy ... -1.9 eV

```
! RIJCOSX wB97M-V def2-TZVPD def2/J DEFGRID3
* xyz -1 1
H 5.3584 2.8657 -2.4386
C -0.0489 -2.9646 -1.9827
H -3.1880 0.9499 2.0541
O 0.0029 1.6217 2.1540
H 0.6658 -2.3601 -1.4136
C -1.1107 1.1753 1.7738
O 0.2715 -3.9203 -2.6333
H -1.1084 -2.6467 -1.9413
H 4.6289 3.0139 -2.3008
H -2.1323 0.5144 3.5465
C -2.2219 0.7965 2.5105
H -1.1171 0.9544 0.6713
*
```


Record 8
C21H26BrN3O2 in the gas phase, computed with ωB97M-V/def2-TZVPD.

Results
Structure (SMILES) ... CCCN(CC(=O)Nc1ccccc1C)CC(=O)Nc1ccc(C)cc1Br
E_tot ... -3704.639503 hartree
Highest occupied orbital energy ... -8.4 eV

```
! RIJCOSX wB97M-V def2-TZVPD def2/J DEFGRID3
* xyz 0 1
H 0.1602 0.9175 -0.0661
H 2.1159 2.9397 -1.5810
C 2.0178 2.1656 0.6842
H -4.3183 3.8542 0.7646
H 1.5228 -1.3839 -0.3392
H -1.8734 3.7940 0.9760
C 0.5950 2.7138 0.6881
C 0.8564 -3.7913 -0.6668
C -2.3824 0.7785 -0.4034
H 1.6881 -0.8318 -2.4004
C -4.4793 1.9076 -0.1058
C -3.7783 2.9804 0.4322
C -3.7565 0.7989 -0.5259
H 1.9171 -3.6893 -0.8936
C 2.3953 1.8887 -1.6951
H 2.7199 3.0119 0.6673
H 0.5465 -4.8006 -0.9229
H 0.4709 1.3097 -2.4703
H 1.5949 1.9429 -3.6679
C -1.6673 1.8469 0.1395
C 3.3004 0.2870 -0.0817
O 0.3172 3.8302 1.0610
C 0.5939 -3.5230 0.7854
H 4.2126 0.7982 0.2620
H -6.4156 2.5814 0.5031
H -6.3932 0.9478 -0.1799
C 0.8684 -2.1520 2.7614
O 3.3157 -0.6545 2.1394
N 2.2281 1.2208 -0.4031
H -6.2329 2.3509 -1.2343
H 1.2941 -0.4342 -4.0628
C 1.5118 1.2913 -2.7954
H 3.5423 -0.2998 -0.9688
C 1.0882 -2.3708 1.4077
N 1.7924 -1.4308 0.6331
H -0.5228 -5.3142 1.0801
C 0.1496 -3.0699 3.5047
C 2.8246 -0.6496 1.0326
H 0.2968 -3.0989 -1.2975
H -0.0156 -2.8937 4.5568
C 1.8860 -0.1276 -3.2039
H 1.2712 -1.2679 3.2272
H 3.4449 1.8607 -2.0150
Br -1.4498 -0.7717 -1.0094
H 2.9379 -0.1861 -3.4763
C -0.3598 -4.2036 2.8977
H -0.9265 -4.9210 3.4721
C -2.4035 2.9558 0.5556
C -0.1335 -4.4223 1.5497
C -5.9680 1.9458 -0.2569
H 2.1558 1.6464 1.6379
N -0.2878 1.7740 0.2551
H -4.2683 -0.0522 -0.9508
*
```


M (computed, g/mol): 406.3; 811.6; 107.1; 811.3; 522.4; 854.3; 75.1; 432.4